Model a:
The following is a DFT calculation (wB97M-V/def2-TZVPD) of 2 unconnected molecules or ions with the total composition C5H4.

Atoms and positions in Å:
C 1.14742 -0.13732 0.29214
C 1.78672 0.25714 -0.78423
C -2.06329 0.19428 0.64683
C -1.56669 -0.51753 -0.21105
C 1.77650 1.14149 0.33968
H 0.46388 -0.65347 0.87280
H 2.17693 0.27145 -1.77939
H -2.55836 0.89503 1.15865
H -1.16311 -1.45106 -0.53543

Output
Total charge ... 0
SMILES string ... C1=CC=1.C#C

---

Model b:
The following is a DFT calculation (wB97M-V/def2-TZVPD) of C5H4 in the gas phase.

Atoms and positions in Å:
C 2.01510 -0.32022 0.47993
C 0.92270 0.03696 -0.11115
C -0.19965 0.60880 -0.46149
C -1.41450 -0.03222 -0.12316
C -2.45891 -0.57620 0.11893
H 2.67717 -1.10470 0.08775
H 2.05153 0.83692 0.60747
H -0.19985 1.56608 -0.96376
H -3.39358 -1.01543 0.36548

Output
Total charge ... 0
SMILES string ... C#CC=C=C

---

Model c:
The following is a DFT calculation (wB97M-V/def2-TZVPD) of 2 unconnected molecules or ions with the total composition C5H4.

Atoms and positions in Å:
C -3.06400 -0.46981 0.71597
C -2.43205 -0.34770 -0.34841
C 1.50972 -0.15768 -0.46749
C -1.82584 -0.20007 -1.51734
C 0.21897 0.17295 -0.61934
H -3.02953 -0.48617 1.77442
H 1.83777 -0.91043 -1.10811
H -0.31093 0.76920 0.04762
H 2.21169 0.45001 -0.04855

Output
Total charge ... 0

---

Model d:
The following is a DFT calculation (wB97M-V/def2-TZVPD) of a molecular structure, C5H4.

Atoms and positions in Å:
C 0.27349 -0.99991 0.37641
C 0.98830 0.00834 -0.58597
C -0.76228 -0.00312 0.48310
C 0.24962 1.00334 0.39138
C 1.40194 -0.01692 0.74554
H 0.08000 -2.09454 0.37526
H 1.01426 0.00206 -1.62592
H -1.89604 -0.13422 0.60166
H 0.29649 2.11526 0.38128

Output
Total charge ... 0

---

model b takes first place; second place is 0.0359 hartree up.

---

Model a:
The following is a DFT calculation (wB97M-V/def2-TZVPD) of C5H4 in the gas phase.

Atoms and positions in Å:
C -0.18543 1.90603 -1.21827
C -0.18368 -0.67763 2.02814
C 0.11322 0.76061 -0.95123
C 0.00749 -0.86851 0.87257
C 0.24172 -0.85183 -0.55771
H -0.51723 2.84684 -1.39069
H -0.32951 -0.66496 3.12418
H 1.23726 -1.22544 -0.63866
H -0.38384 -1.22511 -1.26832

Output
Total charge ... 0
SMILES string ... C#CCC#C

---

Model b:
The following is a DFT calculation (wB97M-V/def2-TZVPD) of a molecular structure, C5H4.

Atoms and positions in Å:
C -0.96738 0.64690 0.41927
C -1.77804 0.37056 -0.53684
C 0.21542 0.55051 1.21747
C 0.89430 -0.12397 0.21975
C -0.24517 -0.34500 -0.86714
H 0.61634 0.94700 2.06452
H 1.79023 -0.62987 0.39440
H -0.32626 -1.51583 -0.92304
H -0.19944 0.09970 -1.98839

Output
Total charge ... 0

---

Model c:
The following is a DFT calculation (wB97M-V/def2-TZVPD) of C5H4 in the gas phase.

Atoms and positions in Å:
C -0.19240 -0.48882 0.42361
C 0.20106 -1.54852 1.14308
C -0.18471 0.09953 -0.80519
C -0.16178 0.41475 -2.08213
C 0.18041 -0.22666 1.85599
H 0.67448 0.29027 -2.77537
H -0.98404 1.13983 -2.50396
H 1.09689 0.13200 2.32268
H -0.62989 0.18763 2.42129

Output
Total charge ... 0

---

model a takes first place; second place is 0.0554 hartree up.

---

Model a:
The following is a DFT calculation (wB97M-V/def2-TZVPD) of 2 unconnected molecules or ions with the total composition C4H11N3O2.

Atoms and positions in Å:
C 0.17951 -2.10354 2.01409
C -0.47684 -0.82780 2.56026
O -0.75879 0.09329 1.68782
O -0.96470 -0.74744 3.68268
H 0.72639 -1.95177 1.08456
H -0.55691 -2.89524 1.84661
H 0.98653 -2.47988 2.63943
C 0.83607 -0.56721 -3.19053
C 0.27562 1.09233 -1.51022
N 0.40796 0.26785 -0.53046
N 0.71738 0.84355 -2.82094
N -0.44668 2.22352 -1.34409
H 0.78165 -0.61688 -0.84205
H -0.04729 0.04696 0.58685
H 1.15317 1.67240 -3.20025
H -0.42472 2.95741 -2.03813
H -0.81376 2.49069 -0.44617
H 1.29197 -0.81412 -4.16670
H -0.19601 -0.92323 -3.27628
H 1.42930 -1.15926 -2.47853

Output
Total charge ... 0

---

Model b:
The following is a DFT calculation (wB97M-V/def2-TZVPD) of 2 unconnected molecules or ions with the total composition C4H11N3O2.

Atoms and positions in Å:
C 2.02046 0.86512 0.82431
C 1.48083 0.23202 -0.42169
O 1.41339 -1.37164 -0.08132
O 1.80374 0.51441 -1.54787
H 1.67235 -1.85746 -0.87969
H 1.94094 0.24743 1.71316
H 1.37788 1.70470 1.10227
H 3.02407 1.22863 0.61177
N -0.70013 0.30100 -0.39633
N -1.05872 1.04397 0.75429
N -0.92335 0.89831 -1.65924
C -1.02924 -1.17347 -0.35513
C -1.79022 -1.69322 0.63291
H -0.44583 0.85758 1.54551
H -1.94650 0.67574 1.11443
H -0.03053 1.02704 -2.13664
H -1.32713 1.81568 -1.50083
H -1.24600 -1.47129 -1.37101
H -1.62596 -1.50456 1.68306
H -2.61004 -2.33999 0.36806

Output
Total charge ... 0
SMILES string ... C=CN(N)N.CC(=O)O

---

Model c:
The following is a DFT calculation (wB97M-V/def2-TZVPD) of C4H11N3O2 in the gas phase.

Atoms and positions in Å:
C 0.51441 1.63444 -0.92902
C -1.39234 -1.12943 -0.32310
C -2.47105 -0.09962 -0.03428
C 1.67644 -0.09862 0.29945
H 0.93888 1.49807 -1.94287
H -0.49034 2.03431 -1.01578
H 1.11833 2.34226 -0.36184
H -1.74517 -1.84870 -1.06706
H -1.13387 -1.69674 0.60716
H -2.53590 0.60556 -0.87590
H -3.43890 -0.63437 0.04316
H -2.43295 0.10595 1.97699
H -1.45843 1.19562 1.24297
H 1.32484 -1.92403 -0.46961
H 2.73196 -1.77491 0.54744
N 0.43099 0.37983 -0.17417
N -2.36718 0.70460 1.16259
N 1.80045 -1.44928 0.27880
O -0.23881 -0.56445 -0.96885
O 2.50217 0.66575 0.76467

Output
Total charge ... 0
SMILES string ... CN(OCCN)C(N)=O

---

Model d:
The following is a DFT calculation (wB97M-V/def2-TZVPD) of 2 unconnected molecules or ions with the total composition C4H11N3O2.

Atoms and positions in Å:
C -1.99116 0.35876 -0.83584
C 0.24104 -0.00842 -2.03865
N -0.72933 -0.39107 -1.11614
N 1.46230 0.01449 -1.70788
N -0.30622 0.40677 -3.26342
H -0.34864 -0.59613 -0.19048
H -1.99412 1.37002 -0.44570
H -2.55766 -0.35478 -0.25332
H 1.41080 -1.06067 0.67488
H 2.16127 0.11984 -2.43049
H -1.26388 0.10381 -3.39447
H 0.21757 0.02300 -4.04113
H -2.46103 0.44343 -1.80957
C 0.94643 0.03833 3.63726
C 0.62094 -0.22022 2.19743
O -0.31421 0.25337 1.58354
O 1.68796 -0.72421 1.53749
H 1.98821 0.39156 3.67770
H 0.90770 -0.95553 4.11377
H 0.32202 0.78764 4.10504

Output
Total charge ... 0
SMILES string ... [H]/N=C(\N)NC.CC(=O)O

---

model d takes first place; second place is 0.0190 hartree up.

---

Model a:
The following is a DFT calculation (wB97M-V/def2-TZVPD) of 2 unconnected molecules or ions with the total composition C4H11N3O2.

Atoms and positions in Å:
C 0.74950 -0.32467 3.30707
C -0.86512 -0.47139 1.38818
N -1.78980 0.38268 1.29560
N 0.38943 -0.09279 1.91375
N -0.86094 -1.78042 0.98748
H -0.91902 0.70519 -1.08958
H -2.63118 0.24878 0.75493
H 0.64539 0.82196 1.58486
H -1.63778 -2.20803 0.51461
H 0.04210 -2.20066 0.86320
H -0.05390 -0.78447 3.88110
H 1.09394 0.59889 3.75222
H 1.55828 -1.06908 3.39545
C 0.85690 0.69245 -3.79983
C 0.33916 1.18220 -2.49006
O -0.66572 0.46367 -1.99186
O 0.78579 2.14746 -1.91531
H 1.32545 1.52459 -4.31699
H 0.08173 0.28032 -4.44538
H 1.55578 -0.11667 -3.58943

Output
Total charge ... 0
SMILES string ... [H]/N=C(\N)NC.CC(=O)O

---

Model b:
The following is a DFT calculation (wB97M-V/def2-TZVPD) of 2 unconnected molecules or ions with the total composition C4H11N3O2.

Atoms and positions in Å:
C 0.36657 2.93220 -2.27793
C 0.50785 1.87916 -0.05865
N 0.87947 2.15577 1.27801
N 0.66959 2.97758 -0.84398
N 0.06951 0.72501 -0.35251
H 1.86278 2.30841 1.36072
H 0.31724 1.69360 1.95498
H 0.87874 3.91421 -0.53946
H -0.40906 0.62226 -1.24679
H 1.12230 -2.22932 1.19230
H 1.15555 3.37820 -2.87793
H -0.52228 3.53118 -2.49491
H 0.25465 1.88996 -2.55122
C -1.41798 -3.20061 -0.38408
C -0.66644 -2.64207 0.75447
O -1.14217 -2.10638 1.71585
O 0.66747 -2.81427 0.58941
H -2.15522 -2.50370 -0.78128
H -2.07147 -4.03128 -0.07843
H -0.85694 -3.66204 -1.19191

Output
Total charge ... 0
SMILES string ... [H]/N=C(/N)NC.CC(=O)O

---

Model c:
The following is a DFT calculation (wB97M-V/def2-TZVPD) of 2 unconnected molecules or ions with the total composition C4H11N3O2.

Atoms and positions in Å:
C -3.84639 1.62447 -0.92348
C -2.76293 1.57783 0.13387
O -2.16249 0.42657 0.01018
O -2.30039 2.39992 0.88321
H -3.38208 1.04847 -1.84421
H -4.03645 2.75092 -1.03415
H -4.68148 0.99989 -0.70347
C 2.82290 -2.40247 0.69983
C 1.50248 -0.22345 0.29920
N 0.52222 -0.21830 1.08109
N 2.47550 -1.25898 -0.10360
N 1.75129 0.92136 -0.60272
H 0.09359 -0.92748 1.62482
H -1.43448 0.22771 0.69342
H 3.40676 -0.83085 -0.55284
H 2.11985 0.54333 -1.48464
H 0.98536 1.45995 -0.83677
H 2.12236 -2.82788 1.40473
H 3.73334 -2.03689 1.22366
H 3.07101 -3.25412 0.03188

Output
Total charge ... 0
SMILES string ... [H]/N=C(/N)NC.CC(=O)O

---

Model d:
The following is a DFT calculation (wB97M-V/def2-TZVPD) of 2 unconnected molecules or ions with the total composition C4H11N3O2.

Atoms and positions in Å:
C 2.30965 0.61851 -1.63681
C 0.07065 1.93455 -1.10513
N -0.74404 2.36772 -0.13631
N 1.09395 1.13123 -0.76582
N -0.01889 2.42029 -2.50066
H 0.80110 -2.21145 2.78802
H -1.59686 2.94679 -0.44149
H 1.30839 0.80529 0.24793
H -0.22006 3.38536 -2.59469
H -0.47865 1.68587 -3.09414
H 2.47239 -0.45697 -1.37593
H 3.21474 1.29358 -1.44301
H 2.12311 0.65331 -2.66213
C -1.21869 -1.74996 0.41797
C -0.81317 -2.06838 1.74168
O 0.40187 -1.69604 2.08602
O -1.37236 -2.93430 2.35868
H -0.53900 -1.06958 -0.02186
H -2.17881 -1.22734 0.58200
H -1.55020 -2.60511 -0.22897

Output
Total charge ... 0
SMILES string ... [H]/N=C(\N)NC.CC(=O)O

---

model a takes first place; second place is 0.0046 hartree up.